Formula: C47H83AsBaF2P2Si4
Source: OMol25
Level of theory: wB97M-V/def2-TZVPD

```
140
Properties=species:S:1:pos:R:3:forces:R:3:mulliken_charge:R:1
Ba 1.1338 0.0189 1.7509 -2.634 -2.084 -0.926 1.789
C 2.8983 -1.0107 -1.8586 0.407 0.378 -0.269 -1.211
Si 1.9393 0.3254 -0.8828 0.397 -0.395 -2.422 0.029
C 3.1430 1.7025 -0.3767 0.039 -0.083 -0.327 0.425
C 4.5247 1.5203 -0.5207 0.214 0.101 0.137 -0.695
C 5.4376 2.4100 0.0246 -0.082 -0.116 -0.044 -0.837
C 4.9815 3.4993 0.7550 0.004 0.123 0.052 -1.127
C 3.6192 3.6967 0.9236 0.138 -0.038 0.042 -0.474
C 2.6917 2.8193 0.3586 0.070 -0.186 0.313 0.273
P 0.8709 3.0581 0.5362 0.545 0.652 -0.200 0.182
C 0.6950 4.2726 -0.8783 -0.430 -0.109 0.203 0.942
C 1.3889 5.6316 -0.8308 0.047 -0.021 -0.072 -0.818
C 1.4715 6.1980 -2.2601 -0.051 -0.026 0.020 -1.092
C 0.2256 5.8464 -3.0953 -0.014 0.071 0.083 -0.309
C -0.9922 5.6501 -2.1963 0.060 -0.073 -0.063 -1.143
C -0.7825 4.4311 -1.2860 0.005 0.060 -0.065 1.833
C 0.7722 3.8746 2.2360 -0.098 -0.126 -0.012 0.570
C 0.7705 5.3996 2.3983 0.011 0.031 -0.123 -1.633
C -0.5776 6.0481 2.0891 0.011 -0.034 0.131 0.045
C -1.6954 5.4147 2.9138 0.031 -0.051 -0.173 -1.622
C -1.7395 3.9124 2.6508 0.080 0.058 0.115 0.998
C -0.4080 3.2618 3.0081 -0.100 0.079 -0.125 -0.286
C 0.8642 1.0493 -2.2889 0.237 0.060 -0.228 0.885
C 1.5314 1.7171 -3.3246 -0.129 0.069 -0.182 -0.280
C 0.8683 2.1561 -4.4581 0.055 -0.032 0.067 -0.968
C -0.4970 1.9253 -4.5763 -0.060 0.015 -0.063 -1.302
C -1.1788 1.2774 -3.5617 -0.069 0.020 -0.019 -0.319
C -0.5190 0.8363 -2.4092 0.129 -0.020 0.103 0.139
P -1.3260 0.0263 -0.9630 -0.307 0.194 0.105 0.550
C -2.6948 1.2020 -0.4682 0.173 -0.242 -0.060 1.890
C -3.5172 0.5271 0.6387 0.001 0.159 0.000 -1.409
C -4.4017 1.5437 1.3815 0.038 0.016 -0.066 -0.747
C -4.8424 2.6943 0.4638 -0.078 -0.110 -0.027 -0.376
C -4.9891 2.1906 -0.9687 0.092 0.116 0.043 -1.186
C -3.6165 1.8060 -1.5444 -0.128 -0.060 0.092 -0.252
C -2.2062 -1.5513 -1.4737 0.242 0.093 0.257 0.726
C -3.4684 -1.6305 -2.3460 0.099 0.110 -0.078 -1.120
C -3.1996 -1.6804 -3.8500 -0.032 -0.149 0.058 -0.282
C -2.1984 -2.7861 -4.1760 0.074 0.158 -0.011 -1.167
C -0.8892 -2.5236 -3.4350 -0.126 -0.113 0.029 -0.167
C -1.1373 -2.5609 -1.9288 0.033 0.052 -0.051 0.369
H 3.3466 -0.6256 -2.7830 0.059 -0.124 -0.013 0.472
H 2.2081 -1.8129 -2.1320 -0.070 0.024 0.021 0.012
H 3.6928 -1.4590 -1.2550 0.004 -0.027 -0.016 0.153
H 4.8902 0.6492 -1.0548 -0.004 0.060 -0.055 0.407
H 6.5005 2.2491 -0.1101 0.003 0.012 0.015 0.433
H 5.6861 4.1899 1.2020 -0.015 0.003 -0.007 0.444
H 3.2871 4.5373 1.5209 -0.005 0.013 -0.017 0.353
H 1.1923 3.7017 -1.6669 0.003 -0.082 -0.029 -0.502
H 2.3941 5.5433 -0.4174 -0.014 0.058 0.022 0.144
H 0.8265 6.3234 -0.2012 0.054 -0.035 -0.012 0.347
H 2.3643 5.8079 -2.7550 0.007 0.016 0.008 0.313
H 1.5872 7.2831 -2.2032 0.027 0.000 -0.013 0.493
H 0.3969 4.9205 -3.6498 -0.003 -0.016 -0.040 -0.100
H 0.0344 6.6305 -3.8302 0.024 -0.040 -0.039 0.525
H -1.8911 5.5087 -2.8010 -0.027 0.038 0.048 0.558
H -1.1481 6.5522 -1.5963 -0.025 0.006 0.005 0.342
H -1.0854 3.5239 -1.8119 -0.022 -0.032 0.023 -1.350
H -1.4243 4.5195 -0.4036 -0.020 -0.041 -0.043 -0.738
H 1.6831 3.4945 2.7091 0.011 -0.016 -0.045 0.843
H 1.5489 5.8545 1.7846 0.020 -0.010 0.087 0.457
H 1.0219 5.6186 3.4428 0.008 -0.004 0.005 0.615
H -0.8134 5.9281 1.0280 -0.012 0.054 0.040 -0.228
H -0.5150 7.1206 2.2887 -0.012 0.010 -0.049 0.421
H -2.6550 5.8740 2.6655 -0.003 0.006 0.038 0.471
H -1.5129 5.5884 3.9793 -0.023 0.030 0.010 0.412
H -1.9513 3.7415 1.5878 -0.071 -0.048 0.029 -0.967
H -2.5404 3.4465 3.2283 -0.023 -0.003 -0.057 0.493
H -0.4727 2.1866 2.8119 -0.022 0.047 0.151 -0.382
H -0.2290 3.3756 4.0817 0.004 -0.057 0.005 0.670
H 2.6006 1.8892 -3.2379 -0.005 -0.015 0.004 0.377
H 1.4099 2.6586 -5.2512 -0.016 0.015 0.006 0.358
H -1.0278 2.2473 -5.4644 -0.020 0.006 0.022 0.402
H -2.2398 1.1159 -3.6809 0.038 0.035 0.018 0.222
H -2.1266 2.0154 0.0021 -0.038 0.019 -0.017 -0.567
H -2.8471 0.0324 1.3490 -0.052 -0.076 -0.001 0.255
H -4.1423 -0.2518 0.1955 0.015 -0.043 0.007 0.298
H -3.8611 1.9435 2.2408 -0.033 -0.021 0.022 0.118
H -5.2843 1.0289 1.7687 0.012 0.012 0.043 0.460
H -4.1041 3.5026 0.4827 -0.001 0.013 0.009 -0.041
H -5.7843 3.1138 0.8217 0.037 0.059 0.018 0.559
H -5.4487 2.9515 -1.6024 -0.046 -0.042 -0.009 0.585
H -5.6583 1.3243 -0.9704 -0.012 0.002 -0.033 0.298
H -3.1421 2.6954 -1.9632 0.027 -0.017 -0.034 0.058
H -3.7632 1.1080 -2.3681 -0.003 0.071 -0.010 -0.115
H -2.5151 -1.8699 -0.4698 -0.015 0.003 -0.017 -0.256
H -4.1592 -0.8213 -2.1060 -0.031 -0.061 0.037 0.202
H -3.9770 -2.5620 -2.0684 -0.025 -0.001 -0.013 0.449
H -2.7967 -0.7286 -4.2003 -0.030 -0.032 -0.028 -0.091
H -4.1407 -1.8499 -4.3794 -0.005 0.036 0.003 0.543
H -2.0344 -2.8512 -5.2539 0.005 0.006 0.009 0.511
H -2.6068 -3.7486 -3.8466 -0.013 -0.040 -0.066 0.354
H -0.4984 -1.5448 -3.7267 0.064 -0.027 -0.023 -0.009
H -0.1380 -3.2703 -3.7061 0.030 0.015 0.021 0.539
H -0.2053 -2.3837 -1.3815 -0.008 -0.037 0.008 -0.525
H -1.4728 -3.5680 -1.6590 -0.029 0.114 0.020 -0.110
C 2.2162 -5.7985 -1.6760 -0.080 0.118 0.312 -1.085
Si 0.9184 -6.0141 -0.3109 -0.070 -0.433 -0.677 0.257
C -0.7790 -6.1499 -1.1476 0.181 0.239 0.225 -0.860
C 1.1956 -7.6895 0.5294 0.069 0.440 0.217 -0.965
As 1.0271 -4.0455 1.0268 0.018 -0.279 0.209 0.313
Si -0.6364 -4.5256 2.6341 -0.662 0.027 0.472 0.273
C -0.4317 -3.4523 4.1718 0.196 -0.092 -0.290 -0.836
C -0.8068 -6.3231 3.2108 0.224 0.191 -0.247 -1.024
C -2.2620 -3.9596 1.8354 0.316 -0.074 -0.048 -0.469
Si 3.0808 -4.4430 2.1309 0.864 -0.049 0.241 0.473
C 4.4145 -4.1459 0.8170 -0.331 -0.001 0.048 -0.604
C 3.4030 -6.1417 2.9177 -0.359 0.169 -0.167 -1.170
C 3.3861 -3.1735 3.4999 -0.358 -0.079 -0.226 -0.830
H 1.9588 -6.3677 -2.5711 -0.083 -0.061 0.041 0.403
H 3.2013 -6.1317 -1.3428 -0.011 0.014 -0.006 0.326
H 2.3002 -4.7460 -1.9576 0.009 -0.019 -0.031 0.203
H -0.9102 -7.1445 -1.5783 0.103 -0.052 0.035 0.499
H -0.8812 -5.4222 -1.9542 0.011 -0.062 0.037 0.064
H -1.5913 -5.9864 -0.4361 -0.029 -0.027 -0.052 0.297
H 1.1556 -8.4935 -0.2080 -0.016 0.086 -0.126 0.409
H 0.4275 -7.8850 1.2787 0.038 -0.026 -0.017 0.248
H 2.1650 -7.7352 1.0265 -0.049 -0.054 -0.021 0.194
H 0.5213 -3.6188 4.6761 -0.026 0.008 0.018 0.212
H -1.2292 -3.6585 4.8890 -0.063 -0.071 -0.062 0.457
H -0.4774 -2.3920 3.9156 0.056 0.010 0.062 -0.062
H 0.1665 -6.7347 3.4871 -0.041 -0.033 0.012 0.208
H -1.2377 -6.9657 2.4410 0.001 0.019 -0.006 0.304
H -1.4520 -6.3731 4.0899 -0.038 0.087 -0.002 0.379
H -2.2277 -2.8739 1.7041 -0.023 -0.014 -0.032 -0.279
H -3.1270 -4.1943 2.4589 0.039 -0.030 0.074 0.532
H -2.4228 -4.4074 0.8525 -0.015 0.030 0.009 0.194
H 4.5167 -4.9965 0.1410 -0.004 0.011 0.007 0.284
H 5.3879 -3.9595 1.2751 -0.013 -0.036 0.080 0.405
H 4.1553 -3.2745 0.2104 0.041 -0.006 -0.009 -0.191
H 3.7167 -6.8809 2.1798 -0.010 0.029 0.005 0.346
H 2.5105 -6.5229 3.4194 0.052 -0.043 0.015 0.228
H 4.1949 -6.0607 3.6646 0.027 0.093 -0.013 0.409
H 3.3707 -2.1516 3.1133 0.010 0.009 0.052 -0.013
H 4.3664 -3.3493 3.9473 0.052 -0.048 -0.082 0.422
H 2.6415 -3.2280 4.2951 0.017 0.056 -0.025 0.237
F -0.0687 0.2696 4.6993 0.068 -0.047 -0.128 -0.250
C 1.2054 -0.2498 4.3613 -0.365 -0.732 1.009 -0.445
F 1.7708 0.9248 3.6216 1.571 2.296 2.866 -0.387
H 1.7566 -0.1753 5.3070 0.086 0.055 -0.084 0.084
```
Positions in Å, forces in eV/Å.

Summary:
Energy relative to the best compared isomer or geometry (same formula, charge and spin)   40.1 kcal per mole
Spin multiplicity   1
Maximum force   4.0 eV/A
Lowest unoccupied orbital energy   0.43 eV